# 1
{"formula": "H20O10", "method": "ωB97M-V/def2-TZVPD", "symbols": ["O", "H", "H", "O", "H", "H", "O", "H", "H", "O", "H", "H", "O", "H", "H", "O", "H", "H", "O", "H", "H", "O", "H", "H", "O", "H", "H", "O", "H", "H"], "positions_angstrom": [[-1.0013, 0.5682, 2.0137], [-1.5081, 0.8612, 2.7603], [-0.1052, 0.7836, 2.2359], [3.7940, -1.7580, -0.9153], [3.2394, -1.2335, -1.4856], [3.7270, -1.4534, -0.0443], [-1.3075, 1.5767, -2.7843], [-2.2470, 1.7382, -2.5396], [-0.7746, 1.8931, -2.0482], [-2.8630, 2.3509, 0.9359], [-3.3560, 2.9040, 1.5481], [-2.0828, 2.0796, 1.4063], [0.2075, -1.7328, 0.1564], [0.6429, -1.9837, 0.9785], [0.2641, -2.5484, -0.3604], [1.9603, -0.5353, -2.5690], [2.0355, -1.3762, -3.0647], [1.4671, 0.1027, -3.0558], [-1.7500, -2.0866, 2.3105], [-1.4803, -1.2864, 1.8981], [-1.3205, -2.1697, 3.1935], [1.9977, 1.2968, 1.8364], [1.6541, 1.4807, 0.9970], [2.5466, 0.5173, 1.7008], [-1.8188, -0.9018, -1.4226], [-1.8709, 0.0418, -1.7089], [-1.0296, -1.0679, -0.8713], [0.3197, 1.0112, -0.4534], [-0.1459, 0.5647, 0.2667], [0.8055, 0.3630, -0.9148]], "lowdin_charge": [-0.032, 0.076, 0.034, -0.027, -0.029, -0.010, -0.073, 0.070, 0.013, -0.043, 0.037, -0.024, -0.049, 0.071, 0.089, -0.035, 0.091, 0.049, -0.064, -0.046, 0.056, -0.019, -0.026, 0.046, -0.087, 0.003, -0.032, -0.036, 0.006, -0.009], "homo_ev": -10.2, "e_tot_ev": -20799.6158, "de_lowest_kcal_mol": 69.11, "gap_ev": 10.07, "smiles": "O.O.O.O.O.O.O.O.O.O"}

# 2
{"formula": "H21O10", "method": "ωB97M-V/def2-TZVPD", "symbols": ["O", "H", "H", "O", "H", "H", "O", "H", "H", "O", "H", "H", "O", "H", "H", "O", "H", "H", "O", "H", "H", "O", "H", "H", "O", "H", "O", "H", "H", "H", "H"], "positions_angstrom": [[-0.9341, 2.8342, 1.3945], [-0.7072, 3.4885, 2.0532], [-0.2268, 2.2138, 1.1900], [-0.9595, -0.5831, -2.6146], [-0.4344, -1.3934, -2.7439], [-0.8730, 0.0254, -3.3483], [-0.7271, -1.2311, 0.2236], [-1.8126, -0.9927, -0.2300], [-0.5094, -0.7243, 1.0262], [-2.9753, 1.3949, 0.5570], [-3.7368, 1.9342, 0.8012], [-2.2015, 1.7374, 1.0579], [2.6241, 1.7683, 0.4552], [3.3543, 2.3407, 0.1699], [2.3092, 1.5400, -0.4367], [0.6697, -2.7026, -2.1642], [0.6423, -3.4379, -1.5285], [1.4246, -3.0873, -2.6434], [-2.9347, -0.8523, -0.7543], [-3.0464, 0.1098, -0.4833], [-2.4304, -0.7508, -1.6076], [0.2963, 0.4579, 2.1633], [0.8914, 1.1785, 1.9418], [0.0847, 0.5159, 3.1025], [2.3472, -1.1028, 1.4415], [3.1164, -0.5519, 1.6398], [1.3060, -0.5161, -0.8803], [1.6980, -1.1360, -1.5028], [0.0806, -0.9632, -0.4806], [1.8132, -0.9750, 2.2337], [1.8511, -0.5389, -0.0328]], "lowdin_charge": [-0.026, 0.079, 0.022, -0.036, 0.030, 0.077, 0.005, 0.054, 0.051, -0.046, 0.080, 0.018, -0.048, 0.071, 0.045, -0.040, 0.100, 0.095, 0.035, 0.061, 0.070, -0.039, 0.036, 0.104, -0.035, 0.074, -0.041, 0.067, 0.040, 0.055, 0.042], "homo_ev": -14.6, "e_tot_ev": -20810.4389, "de_lowest_kcal_mol": 8.98, "total_charge": 1, "gap_ev": 11.74}

# 3
{"formula": "H21O10", "method": "ωB97M-V/def2-TZVPD", "symbols": ["O", "H", "H", "O", "H", "H", "O", "H", "H", "O", "H", "H", "O", "H", "H", "O", "H", "H", "O", "H", "H", "O", "H", "H", "O", "H", "O", "H", "H", "H", "H"], "positions_angstrom": [[-1.8517, 1.7719, 2.6169], [-1.7761, 2.7226, 2.6340], [-0.6732, -1.1157, 0.2916], [-0.0066, 0.0568, 0.7279], [1.0493, -3.7142, 1.6353], [1.1076, 2.6744, 0.8636], [1.9166, 2.3957, 1.3411], [-2.4100, 1.5599, 3.3826], [2.6506, 1.9702, 0.7817], [-1.9170, -1.6382, -2.9507], [-2.0131, -0.8299, -3.5153], [-1.1417, -1.6516, -2.6083], [1.1148, -0.0908, -2.5816], [-0.7736, -2.5589, -0.0216], [1.9917, -0.2355, -2.5800], [-2.2213, 1.5545, -3.0640], [-1.5557, 1.5472, -2.3072], [0.6861, 0.3286, -3.2059], [0.1118, -3.3297, 1.5166], [-2.9742, 1.9031, -2.7200], [-0.2592, -3.0640, 2.4129], [2.9615, 0.2663, -0.7077], [3.3423, -0.3386, -1.2776], [0.8618, 0.3617, 0.3889], [1.0701, 0.6581, 3.1772], [0.2630, 0.3711, 1.7347], [-1.4546, -1.8911, -0.1067], [-1.6896, -1.5669, -1.0130], [3.2232, 1.1190, -1.0020], [0.5114, 1.2618, 3.8250], [1.6378, 1.2046, 2.6164]], "lowdin_charge": [-0.048, 0.036, 0.139, -0.074, 0.113, 0.085, -0.065, 0.059, 0.089, 0.037, 0.085, -0.104, 0.073, 0.079, -0.029, -0.023, 0.077, -0.032, -0.091, -0.015, 0.100, 0.008, 0.019, 0.040, -0.092, 0.097, 0.149, 0.109, 0.047, 0.137, -0.005], "homo_ev": -14.6, "e_tot_ev": -20807.4104, "de_lowest_kcal_mol": 78.82, "total_charge": 1, "gap_ev": 11.56}

# 4
{"formula": "H21O10", "method": "ωB97M-V/def2-TZVPD", "symbols": ["O", "H", "H", "O", "H", "H", "O", "H", "H", "O", "H", "H", "O", "H", "H", "O", "H", "H", "O", "H", "H", "O", "H", "H", "O", "H", "O", "H", "H", "H", "H"], "positions_angstrom": [[0.0447, 2.5393, 0.1195], [0.3996, 3.0462, 0.8607], [0.3862, -0.1539, 0.0059], [0.6861, -0.0724, 0.9254], [-1.7753, -0.4767, -0.3404], [-1.9586, -2.1376, 2.2368], [-1.5848, -1.4412, 2.7878], [-0.7187, 3.0811, -0.1188], [-1.4465, -1.8863, 3.6316], [2.9401, 0.7627, 1.1336], [3.6665, 0.3555, 1.6302], [3.4545, 0.9430, 0.3207], [2.4723, 2.1315, -1.2726], [-3.6225, 0.7046, 0.9047], [2.6670, 2.7340, -0.5430], [1.8622, -2.4821, 1.1218], [1.3377, -3.2774, 0.9717], [2.2227, 2.7752, -1.9367], [-2.5112, -0.2450, -0.8886], [2.5064, -2.7321, 1.7855], [-2.9809, -0.8998, -1.4032], [-0.5323, -2.1668, -1.0595], [-0.0238, -2.9108, -1.3956], [0.8399, -1.0444, 1.0241], [-0.5826, 0.1238, -3.2617], [1.7485, 0.4173, 1.0135], [-3.7748, 1.4649, 0.3701], [-3.0719, 1.6741, -0.2339], [-0.2545, -1.4205, -1.6080], [-1.3591, 0.2660, -2.6895], [-1.0372, 0.3276, -4.0921]], "lowdin_charge": [-0.049, 0.055, 0.095, 0.110, 0.011, 0.036, -0.052, 0.057, 0.044, 0.095, 0.138, 0.114, -0.054, 0.009, 0.037, -0.023, 0.073, 0.057, -0.036, 0.073, 0.080, -0.041, 0.067, 0.068, -0.064, 0.071, -0.053, 0.000, 0.018, 0.012, 0.057], "homo_ev": -12.8, "e_tot_ev": -20808.5646, "de_lowest_kcal_mol": 52.20, "total_charge": 1, "gap_ev": 9.49}

# 5
{"formula": "H21O10", "method": "ωB97M-V/def2-TZVPD", "symbols": ["O", "H", "H", "O", "H", "H", "O", "H", "H", "O", "H", "H", "O", "H", "H", "O", "H", "H", "O", "H", "H", "O", "H", "H", "O", "H", "O", "H", "H", "H", "H"], "positions_angstrom": [[2.7337, 1.2925, 2.2622], [-2.7055, 1.0183, 0.4137], [2.1386, -2.1769, -2.1907], [-0.0510, -0.8614, -0.1803], [-2.2302, -1.3754, 1.7344], [-0.8978, -0.4663, -0.4933], [1.8050, -1.3079, -1.9609], [1.7588, -0.5170, 2.2144], [0.0985, -1.5716, -0.8231], [1.8164, 2.7148, -0.2328], [1.7980, 3.4847, 0.3374], [1.6922, 3.0145, -1.1391], [-2.8117, 0.0630, 0.2631], [-0.4141, -1.2047, 0.6860], [-3.7623, -0.0139, 0.4145], [-1.5302, 2.5743, 0.5238], [-0.8447, 3.0892, 0.9577], [-1.2945, 2.5462, -0.4070], [-1.6231, -2.1164, 1.6684], [-2.0642, -3.1943, -0.5946], [-1.7657, -2.9062, 2.1859], [-1.7550, -2.5564, -1.2494], [-2.5295, -1.9801, -1.2808], [3.6806, 1.3844, 2.3976], [0.5426, 1.2768, -3.6817], [2.2893, 1.6018, 3.0551], [1.3060, -1.3309, 1.9527], [1.9717, -1.8979, 1.5530], [-0.3159, 1.6247, -3.4143], [2.4518, -0.6328, -1.7495], [0.5125, 0.4247, -3.2226]], "lowdin_charge": [-0.040, 0.032, 0.069, 0.183, 0.041, 0.118, -0.024, 0.015, 0.104, -0.059, 0.033, 0.036, -0.047, 0.095, 0.082, -0.037, 0.053, 0.044, -0.031, 0.058, 0.080, -0.035, 0.048, 0.060, -0.047, 0.054, -0.046, 0.056, 0.029, 0.069, 0.006], "homo_ev": -14.3, "e_tot_ev": -20809.3488, "de_lowest_kcal_mol": 34.12, "total_charge": 1, "gap_ev": 11.30}

# 6
{"formula": "H22Mg2O19S2", "method": "ωB97M-V/def2-TZVPD", "symbols": ["Mg", "Mg", "S", "O", "O", "O", "O", "S", "O", "O", "O", "O", "O", "H", "H", "O", "H", "H", "O", "H", "H", "O", "H", "H", "O", "H", "H", "O", "H", "H", "O", "H", "H", "O", "H", "H", "O", "H", "H", "O", "H", "H", "O", "H", "H"], "positions_angstrom": [[-1.8401, 2.0113, 2.9558], [2.2643, -4.0072, 0.9045], [-0.6216, 0.1594, -0.4973], [-0.1174, 1.3868, 0.1699], [0.3438, -0.9432, -0.3639], [-1.8113, 0.0489, 0.3667], [-1.0384, 0.3520, -1.8747], [1.2287, -1.5637, 4.8110], [0.1122, -2.4600, 5.2073], [2.0659, -2.2184, 3.8547], [0.5218, -0.3886, 4.2907], [2.0311, -1.1990, 5.9335], [-1.2207, -2.6759, -5.0530], [-1.1884, -1.9564, -4.4226], [-1.7647, -3.3407, -4.6307], [-4.2592, 0.7822, -4.8273], [-4.0037, 1.1753, -5.6618], [-3.5038, 0.9201, -4.2558], [1.9613, 5.4191, -0.5896], [1.7165, 5.9955, 0.1343], [1.4810, 4.6079, -0.4235], [-0.8204, -4.9385, 2.0079], [-1.4243, -5.6685, 1.8714], [-0.9745, -4.6654, 2.9123], [-0.1512, 4.5884, 4.2120], [0.5131, 4.3145, 4.8444], [0.0382, 5.5125, 4.0501], [-3.7460, 4.2037, 1.4633], [-4.2945, 4.9182, 1.7870], [-3.7273, 4.3265, 0.5142], [5.0736, -2.8265, -0.2314], [5.1418, -1.9868, -0.6858], [5.9651, -3.1750, -0.2362], [4.1672, 2.4095, 1.8665], [4.8065, 2.3061, 1.1617], [3.3857, 1.9563, 1.5501], [-5.2108, -2.2864, -0.4832], [-4.4982, -1.6676, -0.3234], [-4.8434, -2.9222, -1.0972], [1.2942, 2.9317, -4.8828], [0.7368, 2.6103, -4.1741], [1.7530, 3.6823, -4.5056], [1.7068, -5.1939, -2.2313], [1.5573, -6.0019, -2.7223], [1.1941, -4.5324, -2.6959]], "lowdin_charge": [1.236, 1.119, 0.182, -0.381, -0.392, -0.323, -0.355, 0.139, -0.294, -0.329, -0.369, -0.242, -0.053, 0.026, 0.024, -0.055, 0.028, 0.024, -0.051, 0.024, 0.024, -0.083, 0.035, 0.041, -0.070, 0.048, 0.042, -0.076, 0.041, 0.049, -0.087, 0.044, 0.041, -0.053, 0.026, 0.027, -0.053, 0.022, 0.026, -0.054, 0.026, 0.026, -0.079, 0.040, 0.039], "homo_ev": -7.3, "e_tot_ev": -71809.1954, "gap_ev": 3.03}

Please write out number 4 again, unchanged.
{"formula": "H21O10", "method": "ωB97M-V/def2-TZVPD", "symbols": ["O", "H", "H", "O", "H", "H", "O", "H", "H", "O", "H", "H", "O", "H", "H", "O", "H", "H", "O", "H", "H", "O", "H", "H", "O", "H", "O", "H", "H", "H", "H"], "positions_angstrom": [[0.0447, 2.5393, 0.1195], [0.3996, 3.0462, 0.8607], [0.3862, -0.1539, 0.0059], [0.6861, -0.0724, 0.9254], [-1.7753, -0.4767, -0.3404], [-1.9586, -2.1376, 2.2368], [-1.5848, -1.4412, 2.7878], [-0.7187, 3.0811, -0.1188], [-1.4465, -1.8863, 3.6316], [2.9401, 0.7627, 1.1336], [3.6665, 0.3555, 1.6302], [3.4545, 0.9430, 0.3207], [2.4723, 2.1315, -1.2726], [-3.6225, 0.7046, 0.9047], [2.6670, 2.7340, -0.5430], [1.8622, -2.4821, 1.1218], [1.3377, -3.2774, 0.9717], [2.2227, 2.7752, -1.9367], [-2.5112, -0.2450, -0.8886], [2.5064, -2.7321, 1.7855], [-2.9809, -0.8998, -1.4032], [-0.5323, -2.1668, -1.0595], [-0.0238, -2.9108, -1.3956], [0.8399, -1.0444, 1.0241], [-0.5826, 0.1238, -3.2617], [1.7485, 0.4173, 1.0135], [-3.7748, 1.4649, 0.3701], [-3.0719, 1.6741, -0.2339], [-0.2545, -1.4205, -1.6080], [-1.3591, 0.2660, -2.6895], [-1.0372, 0.3276, -4.0921]], "lowdin_charge": [-0.049, 0.055, 0.095, 0.110, 0.011, 0.036, -0.052, 0.057, 0.044, 0.095, 0.138, 0.114, -0.054, 0.009, 0.037, -0.023, 0.073, 0.057, -0.036, 0.073, 0.080, -0.041, 0.067, 0.068, -0.064, 0.071, -0.053, 0.000, 0.018, 0.012, 0.057], "homo_ev": -12.8, "e_tot_ev": -20808.5646, "de_lowest_kcal_mol": 52.20, "total_charge": 1, "gap_ev": 9.49}

Repeat the first record exactly.
{"formula": "H20O10", "method": "ωB97M-V/def2-TZVPD", "symbols": ["O", "H", "H", "O", "H", "H", "O", "H", "H", "O", "H", "H", "O", "H", "H", "O", "H", "H", "O", "H", "H", "O", "H", "H", "O", "H", "H", "O", "H", "H"], "positions_angstrom": [[-1.0013, 0.5682, 2.0137], [-1.5081, 0.8612, 2.7603], [-0.1052, 0.7836, 2.2359], [3.7940, -1.7580, -0.9153], [3.2394, -1.2335, -1.4856], [3.7270, -1.4534, -0.0443], [-1.3075, 1.5767, -2.7843], [-2.2470, 1.7382, -2.5396], [-0.7746, 1.8931, -2.0482], [-2.8630, 2.3509, 0.9359], [-3.3560, 2.9040, 1.5481], [-2.0828, 2.0796, 1.4063], [0.2075, -1.7328, 0.1564], [0.6429, -1.9837, 0.9785], [0.2641, -2.5484, -0.3604], [1.9603, -0.5353, -2.5690], [2.0355, -1.3762, -3.0647], [1.4671, 0.1027, -3.0558], [-1.7500, -2.0866, 2.3105], [-1.4803, -1.2864, 1.8981], [-1.3205, -2.1697, 3.1935], [1.9977, 1.2968, 1.8364], [1.6541, 1.4807, 0.9970], [2.5466, 0.5173, 1.7008], [-1.8188, -0.9018, -1.4226], [-1.8709, 0.0418, -1.7089], [-1.0296, -1.0679, -0.8713], [0.3197, 1.0112, -0.4534], [-0.1459, 0.5647, 0.2667], [0.8055, 0.3630, -0.9148]], "lowdin_charge": [-0.032, 0.076, 0.034, -0.027, -0.029, -0.010, -0.073, 0.070, 0.013, -0.043, 0.037, -0.024, -0.049, 0.071, 0.089, -0.035, 0.091, 0.049, -0.064, -0.046, 0.056, -0.019, -0.026, 0.046, -0.087, 0.003, -0.032, -0.036, 0.006, -0.009], "homo_ev": -10.2, "e_tot_ev": -20799.6158, "de_lowest_kcal_mol": 69.11, "gap_ev": 10.07, "smiles": "O.O.O.O.O.O.O.O.O.O"}